# C4H10N2O

An isolated molecule of C4H10N2O at a distorted geometry (ωB97M-V/def2-TZVPD, the OMol25 dataset).

SMILES: [H]/N=C(/ON)C(C)C
Max |F|: 6.898 eV/A
Orbital gap: 9.09 eV
HOMO: -0.3039 Ha
Lowest unoccupied orbital energy: 0.82 eV
Energy above the lowest of the compared OMol25 structures with the same formula, charge and spin: 521.1 kJ/mol

Each atom is followed by the atoms it is bonded to, with distances in Å.
Atoms and positions in Å:
1 C -0.456 0.293 0.539  C2 1.514, C3 1.853, C4 1.413, H8 1.085
2 C -0.599 -1.143 0.997  C1 1.514, H12 1.089, H13 1.088, H14 1.089
3 C -1.940 0.708 -0.490  C1 1.853, H15 1.088, H16 1.087, H17 1.086
4 C 0.479 0.557 -0.488  C1 1.413, O6 1.762, N7 1.225
5 N 2.912 -0.074 0.358  O6 1.397, H9 1.022, H10 1.022
6 O 1.733 0.566 0.750  C4 1.762, N5 1.397
7 N 0.851 0.462 -1.652  C4 1.225, H11 1.013
8 H -0.470 1.046 1.321  C1 1.085
9 H 3.216 0.334 -0.528  N5 1.022
10 H 2.706 -1.058 0.172  N5 1.022
11 H 0.160 0.475 -2.392  N7 1.013
12 H -1.580 -1.296 1.445  C2 1.089
13 H 0.183 -1.356 1.723  C2 1.088
14 H -0.504 -1.837 0.164  C2 1.089
15 H -2.096 -0.065 -1.239  C3 1.088
16 H -1.860 1.700 -0.929  C3 1.087
17 H -2.736 0.687 0.249  C3 1.086